(A)
C3H11NOP | ωB97M-V/def2-TZVPD

```
17
Properties=species:S:1:pos:R:3:mulliken_charge:R:1
C -0.9686 -1.1545 -1.1023 -1.13
C -0.4874 0.2984 2.3374 -0.80
C -0.3635 -0.2658 -0.0773 0.70
N -0.6626 -0.4693 1.1675 -0.15
O 2.2184 -0.1024 -1.7242 -0.68
P 0.5491 1.4490 -0.3448 -0.11
H -1.6326 -0.4805 -1.5851 0.32
H -1.3449 -1.9615 -0.6196 0.43
H -0.1737 -1.4010 -1.8475 0.31
H 0.1054 1.2231 2.0481 0.30
H -1.3537 0.4660 2.7998 0.34
H 0.2319 -0.2837 3.1257 0.29
H -1.2116 -1.2604 1.3984 0.24
H 2.7685 0.0905 -1.0012 0.34
H 2.4373 0.5848 -2.4154 0.36
H -0.6966 1.9722 -0.3108 0.15
H 0.5848 1.2951 -1.8487 0.09
```

Output
* LUMO: -0.14910 Eh
* HOMO: -0.53807 Ha
* total charge: +1



(B)
C3H11NOP | ωB97M-V/def2-TZVPD

```
17
Properties=species:S:1:pos:R:3:mulliken_charge:R:1
C 0.5480 -2.5104 0.9357 -1.08
C 0.0082 -1.0861 0.9893 -0.38
C 0.8097 0.5366 -0.7341 0.00
N -0.0504 -0.4052 -0.3885 -0.09
O -0.5624 2.7924 -0.4969 -0.60
P 1.0664 1.0887 -2.4330 -0.09
H 1.5713 -2.5037 0.6394 0.34
H 0.5081 -2.8981 1.9132 0.35
H -0.0479 -3.0671 0.2150 0.36
H 0.5403 -0.3021 1.5915 0.32
H -1.0040 -1.1470 1.3127 0.33
H 1.4460 0.7264 0.0772 0.38
H -0.4431 3.7258 -0.3659 0.32
H -0.7097 -0.7536 -1.0938 0.28
H -0.7380 2.4141 0.3715 0.31
H 0.7432 2.4571 -2.3620 0.13
H -0.1866 0.8425 -3.2427 0.12
```

Output
* LUMO: -0.17252 Eh
* HOMO: -0.51756 Ha
* total charge: +1



Stability check: which of them is least stable? (A).



(A)
C3H3FN2O2 | ωB97M-V/def2-TZVPD

```
11
Properties=species:S:1:pos:R:3:mulliken_charge:R:1
C -1.2651 -0.0291 0.1847 -0.70
O -0.3272 0.8707 0.7766 -0.30
C 0.3818 1.7248 0.0982 0.77
O 1.1319 2.5165 0.5335 -0.45
F 0.1916 1.6138 -1.2474 -0.22
H -1.2261 -0.0167 -0.9052 0.37
H -2.2610 0.2589 0.5245 0.27
H -1.0299 -1.0307 0.5518 0.28
C 0.8707 -2.0568 -0.7185 0.09
N 1.4580 -2.2999 0.4988 -0.06
N 2.0752 -1.5516 -0.2970 -0.04
```

Output
* LUMO: -0.03546 Eh
* HOMO: -0.43119 Ha



(B)
C3H3FN2O2 | ωB97M-V/def2-TZVPD

```
11
Properties=species:S:1:pos:R:3:mulliken_charge:R:1
N 1.6093 1.1350 0.2239 -0.58
N 0.3305 0.7016 0.1572 0.40
O -0.1125 0.1356 1.3925 -0.31
C -1.0664 -0.7633 1.0471 -0.27
C -1.1608 -0.9235 -0.2878 0.35
F -1.9559 -1.7506 -0.9543 -0.26
C -0.1620 -0.0568 -0.9158 0.31
O 0.2489 0.0391 -2.0511 -0.60
H 1.6533 2.1088 -0.0721 0.27
H 2.1989 0.5892 -0.4022 0.25
H -1.5833 -1.2150 1.8626 0.45
```

Output
* LUMO: 0.02383 Eh
* HOMO: -0.35146 Ha



Stability check: which of them is least stable? (A).



(A)
C2H9N3O2 | ωB97M-V/def2-TZVPD

```
16
Properties=species:S:1:pos:R:3:mulliken_charge:R:1
C -2.1930 0.8992 0.2913 -0.71
O -1.4308 0.0206 -0.4788 -0.71
H -0.4728 -0.7629 -0.6948 0.53
H -3.2205 0.9159 -0.0892 0.26
H -1.8358 1.9397 0.2565 0.29
H -2.2999 0.6017 1.3430 0.24
N 0.8516 -0.7837 -0.3785 0.05
N 0.9836 -1.1755 0.9403 -0.56
C 0.7792 0.7289 -0.5982 0.17
O 1.5230 -1.5508 -1.3821 -0.42
N 0.9032 1.5932 0.3083 -0.64
H 2.4513 -1.2701 -1.3831 0.34
H 0.4053 -1.9983 1.0917 0.25
H 1.9586 -1.3200 1.1828 0.23
H 0.7664 1.2421 1.2531 0.28
H 0.8307 0.9201 -1.6622 0.39
```

Output
* LUMO: 0.00998 Eh
* HOMO: -0.31398 Ha



(B)
C2H9N3O2 | ωB97M-V/def2-TZVPD

```
16
Properties=species:S:1:pos:R:3:mulliken_charge:R:1
C -0.2252 -0.1659 1.6518 -1.43
N -0.1363 -1.2906 -0.5763 -0.20
C -0.0777 -0.0231 0.1406 0.55
N 1.0439 -2.0852 -0.4565 -0.59
O 0.8704 0.8423 -0.2302 -0.67
H -0.2917 -1.1201 -1.5634 0.31
H 0.9685 -2.6543 0.3774 0.25
H 1.8779 -1.5039 -0.3929 0.28
H 0.6564 -0.6669 2.0575 0.36
H -0.2936 0.8192 2.1113 0.34
H -1.1100 -0.7523 1.8938 0.34
N -0.5361 2.1715 -1.4593 -0.20
O -1.5529 1.4403 -1.2484 -0.30
H -1.1176 0.4895 -0.2450 0.26
H -0.5465 3.0003 -0.8381 0.26
H 0.4704 1.4991 -1.2222 0.45
```

Output
* LUMO (spin up / spin down): -0.04391 / -0.04382 Eh
* HOMO (spin up / spin down): -0.35108 / -0.35109 Ha



Stability check: which of them is least stable? (A).



(A)
C7H9NO | ωB97M-V/def2-TZVPD

```
18
Properties=species:S:1:pos:R:3:mulliken_charge:R:1
O -1.9155 -0.1105 -1.7761 -0.63
C -0.8761 -0.2363 -1.1451 0.30
C 0.4255 0.5736 -1.3528 -0.48
N 1.2763 0.2328 -0.2603 -0.34
C 0.9977 -1.2427 -0.1655 -0.58
C -0.5539 -1.1496 -0.0538 -0.11
C -0.5297 -0.2248 1.1477 -0.26
C -0.7118 1.2696 0.9855 -0.83
C 0.6125 0.6422 1.0005 -0.26
H 0.1504 1.6266 -1.5733 0.30
H 0.9547 0.3287 -2.3114 0.26
H 1.4677 -1.8078 -1.0571 0.28
H 1.5248 -1.6342 0.7009 0.34
H -1.1257 -2.0313 0.0166 0.65
H -0.8384 -0.6082 2.1261 0.43
H -1.0770 1.8225 1.8760 0.28
H -1.0920 1.6662 0.1232 0.19
H 1.3103 0.8831 1.7190 0.46
```

Output
* LUMO: 0.03427 Eh
* HOMO: -0.33235 Ha



(B)
C7H9NO | ωB97M-V/def2-TZVPD

```
18
Properties=species:S:1:pos:R:3:mulliken_charge:R:1
C 2.1159 -1.8494 1.0379 -0.88
O 1.8312 -1.4629 -0.3376 -0.39
C 1.5611 -0.1190 -0.5360 -0.41
C 0.1864 0.3058 -0.2322 0.61
C -0.3621 1.2287 -1.0501 -0.58
C -1.7144 1.6919 -0.8993 -0.49
C -2.4122 1.0458 0.1494 -0.91
C -1.7033 0.0752 0.8824 -0.04
N -0.5016 -0.2610 0.7077 -0.22
H 2.8747 -1.6089 1.4236 0.52
H 1.2834 -1.3603 1.6107 0.32
H 2.1600 -2.9870 1.1434 0.23
H 1.9069 0.0735 -1.5865 0.27
H 2.3211 0.4128 0.3126 0.21
H 0.1298 1.7081 -1.7893 0.42
H -2.2947 2.3006 -1.6369 0.32
H -3.2247 1.2146 0.3190 0.87
H -2.3233 -0.4960 1.8376 0.16
```

Output
* LUMO: 0.03220 Eh
* HOMO: -0.34242 Ha



Stability check: which of them is least stable? (B).